Entry 1:
The following is a quantum chemistry calculation of a 2-piece molecular cluster, C4H12NO3 overall, from OMol25.

The geometry in ORCA input format:
```
! wB97M-V def2-TZVPD RIJCOSX def2/J DEFGRID3
* xyz -1 1
C 1.3979 -0.2895 0.5433
O 1.0224 -1.5555 0.2242
C 0.2492 0.7087 0.2870
C -0.9006 0.4480 1.2713
C -2.2749 0.8357 0.7478
O -2.2785 2.0926 0.0743
N -0.2344 0.5573 -1.1022
H 1.7096 -0.1601 1.6073
H 2.2635 0.0761 -0.0594
H 0.6073 1.7377 0.4096
H -0.8916 -0.6217 1.4938
H -0.6805 0.9831 2.2000
H -2.6478 0.0614 0.0684
H -2.9891 0.9116 1.5697
H -1.6765 1.9140 -0.6770
H -0.3202 -0.4536 -1.2048
H 0.5307 0.8065 -1.7182
H 1.8095 -2.0506 -0.8900
H 3.3033 -2.4381 -1.3024
O 2.4225 -2.4076 -1.6900
*
```

Computed properties:
DFT total energy   -440.108146 a.u.
Lowest unoccupied orbital energy   3.92 eV
Energy above the lowest of the compared OMol25 structures with the same formula, charge and spin   0.0 kJ/mol

Mulliken population analysis, charges in e, atoms 1 to 2: number 1, C, carries -0.75; number 2, O, carries -0.88

***

Entry 2:
The following is a quantum chemistry calculation of a 2-piece molecular cluster, C4H12NO3 overall, from OMol25.

The geometry in ORCA input format:
```
! wB97M-V def2-TZVPD RIJCOSX def2/J DEFGRID3
* xyz 1 1
O -1.3370 -0.2370 -2.8034
C -1.3586 0.5670 -1.9100
C -0.2795 0.4003 -0.7792
C 0.4411 -0.9392 -0.8472
C 1.7151 -0.8655 -0.0586
O -0.5019 -1.8967 -0.3295
N -0.9459 0.3952 0.5979
H -2.2726 1.2498 -1.8038
H 0.4018 1.2498 -0.7962
H 0.5489 -1.1987 -1.8293
H 2.1451 -1.8235 -0.0991
H 1.5083 -0.6549 1.0438
H 2.4415 -0.1584 -0.3991
H -1.2844 -1.9993 -0.8284
H -0.4271 0.9467 1.3614
H -1.9134 0.6411 0.4461
H -0.8532 -0.5563 0.8354
H 0.4100 1.3225 3.4187
H 0.9419 2.2309 2.2688
O 0.6197 1.3261 2.5119
*
```

Computed properties:
DFT total energy   -439.803117 a.u.
Lowest unoccupied orbital energy   -3.67 eV
Energy above the lowest of the compared OMol25 structures with the same formula, charge and spin   187.5 kJ/mol

Mulliken population analysis, charges in e, atoms 1 to 2: number 1, O, carries -0.39; number 2, C, carries -0.07

***

Entry 3:
The following is a quantum chemistry calculation of a 2-piece molecular cluster, C4H12NO3 overall, from OMol25.

The geometry in ORCA input format:
```
! wB97M-V def2-TZVPD RIJCOSX def2/J DEFGRID3
* xyz 1 1
C 1.2631 0.0812 -1.5984
O 0.5724 0.8032 -2.6233
C 0.2192 -0.5929 -0.7223
C 0.9326 -1.0440 0.5827
C -0.1198 -1.7612 1.4077
O -1.2661 -1.3240 1.6215
N -1.0043 0.4372 -0.3940
H 1.6823 0.8650 -1.1368
H 2.1168 -0.6877 -2.0591
H 1.0278 0.9652 -3.4057
H -0.2042 -1.6096 -1.0955
H 1.3482 -0.1990 1.0825
H 1.8385 -1.8186 0.3770
H 0.2817 -2.7066 1.9156
H -1.6327 -0.1739 0.2498
H -0.5323 1.2767 0.1925
H -1.3869 0.7649 -1.2604
H -0.2848 2.1746 2.6133
H -0.8793 3.2549 1.6309
O -0.5706 2.3628 1.7062
*
```

Computed properties:
DFT total energy   -439.783114 a.u.
Lowest unoccupied orbital energy   -3.44 eV
Energy above the lowest of the compared OMol25 structures with the same formula, charge and spin   240.0 kJ/mol

Mulliken population analysis, charges in e, atoms 1 to 2: number 1, C, carries -0.68; number 2, O, carries -0.52

***

Entry 4:
The following is a quantum chemistry calculation of the molecule C4H12NOP, from OMol25.

The geometry in ORCA input format:
```
! wB97M-V def2-TZVPD RIJCOSX def2/J DEFGRID3
* xyz 0 1
C -0.8507 1.6216 0.8978
C -1.4874 -0.8068 1.0400
C 1.4076 -1.6296 -0.5963
C -0.7398 0.2905 0.2173
N 1.6206 1.3132 -0.8834
O 1.8901 -0.0019 1.4578
P 1.1921 -0.0062 0.1583
H -0.4594 2.4448 0.3506
H -1.8920 2.0369 1.0325
H -0.4067 1.6158 1.9262
H -1.5068 -0.4164 2.1257
H -1.0445 -1.7889 1.0582
H -2.5457 -0.8413 0.7675
H 2.4629 -1.6529 -0.7769
H 1.0062 -2.2713 0.2085
H 0.9400 -1.7919 -1.5276
H -1.0201 0.3311 -0.8940
H 1.3720 1.3350 -1.9356
H 2.4089 1.8043 -0.5325
*
```

Computed properties:
SMILES   CC(C)[P@@](C)(N)=O
DFT total energy   -630.984318 a.u.
Lowest unoccupied orbital energy   0.80 eV
Energy above the lowest of the compared OMol25 structures with the same formula, charge and spin   95.3 kJ/mol

Mulliken population analysis, charges in e, atoms 1 to 2: number 1, C, carries -1.59; number 2, C, carries -1.19